29
Properties=species:S:1:pos:R:3:forces:R:3 method="wB97M-V/def2-TZVPD" total_energy_ev=-14844.230 e_lumo_ha=-0.1723 mol_weight_g_mol=184.1 total_charge=+1
N 1.1298 1.9036 0.2046 2.6 -0.1 -2.7
C -0.4260 -1.9129 1.2876 1.1 -0.7 -1.0
C -2.5641 -2.5706 -0.9124 1.5 -1.9 -0.2
C 1.3666 0.7939 -0.5936 -0.4 0.4 0.7
C 2.8864 3.0608 -0.9887 0.1 0.1 0.0
C -2.6516 -0.7572 0.8392 -0.5 0.4 -1.4
C 1.9041 3.0079 -0.0179 -0.3 -0.7 -0.1
C -0.4532 -2.9376 0.3893 1.4 0.8 1.3
C 3.1319 1.9314 -1.7868 -0.6 0.1 0.6
C 2.3570 0.7796 -1.5748 0.0 0.2 0.1
C -1.2553 -0.6765 1.3739 -1.1 -1.3 1.7
C -1.3577 -3.1916 -0.6745 -2.2 0.0 -1.1
C -3.1675 -1.5317 -0.1557 -0.6 1.8 1.1
B 0.2097 2.2426 1.3146 -1.9 -2.6 0.4
H 1.6590 3.8299 0.6450 0.3 0.4 -0.1
H -3.1963 -2.9945 -1.6997 0.4 0.2 0.1
H 0.5123 1.7669 2.3701 0.1 0.9 0.0
H 3.9045 1.9627 -2.5466 -0.1 -0.1 0.1
H 0.4546 -1.8789 1.9439 -0.5 -0.3 0.0
H 0.7452 -0.0859 -0.4156 0.1 0.3 0.0
H -0.8967 2.5496 0.9706 0.5 0.7 0.3
H -0.7326 0.1790 1.0075 0.6 1.1 -0.9
H 0.3852 -3.6641 0.4503 -0.7 0.5 0.2
H -3.2663 0.0954 1.1593 -0.1 -0.6 0.1
H 2.5149 -0.1395 -2.1753 -0.2 0.8 0.6
H -1.1148 -4.0613 -1.2967 -0.1 0.5 0.1
H -1.3216 -0.4130 2.4528 -0.1 -0.2 -0.4
H -4.2040 -1.2868 -0.4709 0.7 -0.2 0.4
H 3.4464 3.9987 -1.0995 -0.2 -0.6 0.0


49
Properties=species:S:1:pos:R:3:forces:R:3 method="wB97M-V/def2-TZVPD" total_energy_ev=-197439.832 e_lumo_ha=-0.0555 mol_weight_g_mol=582.2 total_charge=0
Br 3.8568 0.8096 0.9613 0.1 -0.2 -0.3
Br 1.3852 2.9935 1.9945 0.1 0.0 0.1
S -0.1241 -1.5071 -3.9216 -0.2 -0.3 -1.2
P 2.5462 1.4606 -3.4659 1.2 0.2 -1.5
F 3.4678 0.1187 -3.1845 0.3 0.3 0.4
F 3.9776 2.2476 -3.5494 -0.4 0.2 -0.6
F 2.7640 1.1186 -5.0521 -0.1 -0.6 0.4
F 1.5782 0.5670 -2.4365 -1.0 0.0 -0.4
F 2.3064 2.6521 -2.3309 0.1 -0.3 0.5
F 1.1169 2.0066 -4.0784 0.1 0.4 0.4
O 2.4519 -0.5509 3.2198 -0.5 0.0 -0.5
N -4.4058 -0.0513 2.0367 0.1 0.0 -0.2
N 1.1910 -0.1984 1.1578 -0.2 -0.6 -0.5
C -1.2814 -0.9215 -1.3580 -0.1 0.1 -0.1
C 0.1200 -1.2551 -0.8027 0.1 0.0 -0.4
C 0.3491 -1.5300 2.9106 0.4 -0.9 -1.1
C -1.8685 -1.1442 1.7947 0.8 -0.7 -0.6
C 2.0262 0.6922 0.3316 0.3 1.2 0.7
C -3.3138 0.5970 2.4141 -0.7 0.9 0.4
C 0.0942 2.2084 -0.3887 -0.2 0.1 0.3
C -4.1972 -1.2540 1.5166 -1.4 -0.2 -0.1
C -0.4976 -1.7791 1.6180 0.6 1.2 2.4
C 1.1869 -0.3032 2.6287 0.9 -0.1 2.5
C -2.0439 0.1052 2.3251 0.8 0.2 0.0
C -1.2378 -0.5610 -2.8463 -0.1 -0.3 0.4
C 1.4715 2.1185 0.2326 -0.4 0.0 0.1
C 0.3306 -1.0169 0.6309 -0.4 -0.4 -0.7
C -2.9755 -1.8373 1.3832 0.7 -0.6 -0.1
H -5.0664 -1.8033 1.1731 -0.2 0.1 0.1
H 2.0899 0.3340 -0.6850 0.0 -0.3 0.1
H -2.8282 -2.8237 0.9730 -0.3 -0.2 -0.1
H -0.1516 -1.5505 3.8680 -0.4 0.3 0.0
H -1.9597 -1.7499 -1.1793 0.0 -0.2 -0.1
H 2.7248 0.2548 3.6726 0.3 0.0 -0.2
H -0.5861 1.5009 0.0804 -0.2 -0.1 0.0
H -3.4440 1.5920 2.8231 -0.2 0.0 0.0
H -0.5587 -2.8472 1.4550 -0.1 0.0 -0.6
H 0.8460 0.5876 3.1400 -0.6 0.4 -0.7
H 0.8484 -0.7586 -1.4220 0.1 0.0 0.1
H -1.0387 0.4957 -2.9938 0.4 0.1 0.1
H 2.1577 2.7050 -0.3669 0.2 -0.1 0.3
H -1.7301 -0.0775 -0.8436 0.0 0.2 0.2
H -0.3193 3.1922 -0.1968 0.0 0.2 0.0
H -1.2131 0.7129 2.6397 0.1 0.2 0.1
H 0.6904 -2.2544 -3.1665 -0.2 0.3 0.5
H 1.0961 -2.3233 2.9502 0.0 -0.2 0.1
H -2.2323 -0.7333 -3.2463 -0.1 -0.1 -0.1
H 0.2669 -2.3254 -0.9533 0.1 -0.2 0.1
H 0.1329 2.0864 -1.4630 0.1 -0.3 -0.1


69
Properties=species:S:1:pos:R:3:forces:R:3 method="wB97M-V/def2-TZVPD" s_squared=6.016 e_above_lowest_kcal_mol=9.3 total_energy_ev=-47020.176 e_lumo_ha="0.0186 / -0.0196" multiplicity=5 mol_weight_g_mol=616.7 total_charge=0
Pt -1.2029 0.6569 0.7370 -0.5 -0.2 -0.6
S -2.3802 0.4937 2.8859 0.5 0.4 -0.3
O -0.0906 -1.8529 1.4071 -0.1 0.0 -0.1
N 0.2777 0.1236 3.5684 0.6 -0.1 0.0
N -0.4485 3.1212 0.9993 0.3 0.0 0.3
N -0.5715 2.1097 4.2295 -0.1 0.3 0.0
N -2.9062 2.1481 -0.0448 -0.7 -0.1 0.4
N -0.6506 1.9208 -1.4639 0.4 -0.3 -0.5
C 0.5091 3.5343 -0.0070 -0.1 0.0 -0.3
C -0.2289 -1.6102 -0.9831 -0.3 -0.1 0.0
C 0.5084 -3.1332 1.3730 0.1 0.0 -0.1
C -2.7490 3.5843 0.1272 0.2 0.2 0.3
C 0.9126 -4.3461 -2.3764 -0.1 0.4 0.0
C 2.5958 -2.8664 -1.5584 -0.2 0.1 -0.2
C 0.7198 0.2408 4.9477 -0.1 -0.1 0.2
C 1.7551 -5.4176 -2.1539 0.2 -0.3 0.1
C 3.0231 -5.2262 -1.6314 0.0 0.1 0.1
C 0.3975 1.7130 5.2570 0.5 0.2 -0.1
C -3.1336 1.7061 -1.4113 0.0 0.0 -0.2
C 0.4243 -1.8258 -2.3264 0.0 0.1 -0.1
C 3.4293 -3.9358 -1.3243 0.1 -0.3 0.0
C 1.5503 -0.3328 0.4592 -0.1 -0.5 0.2
C 0.0047 3.2150 -1.4252 0.2 0.1 0.3
C -0.6953 1.0706 3.2773 -1.0 -0.6 0.4
C -1.6453 3.9283 1.1507 -0.3 0.0 -0.1
C 0.1614 -0.9642 0.2862 0.3 1.1 0.8
C 1.2480 -0.6729 -2.9221 0.0 -0.1 0.1
C 1.3169 -3.0344 -2.1005 0.4 -0.5 -0.2
C -0.6919 -2.1158 -3.3443 0.2 0.1 0.2
C -1.8435 1.8045 -2.2794 -0.3 0.0 0.1
H 1.5941 -3.0729 1.2383 0.0 -0.1 0.0
H 0.7437 4.6117 0.0449 0.0 -0.1 0.0
H -1.0457 -2.3084 -0.8219 -0.2 0.1 -0.1
H -1.7884 0.8993 -2.8888 0.0 0.1 0.0
H 0.1017 -3.7614 0.5737 0.0 0.0 0.0
H 1.2942 2.3340 5.1361 0.0 -0.1 0.2
H -1.3208 -1.2320 -3.4426 -0.1 0.0 0.0
H 0.0140 1.1797 -1.6463 -0.1 0.1 -0.1
H -2.5122 4.0258 -0.8401 -0.1 0.0 0.0
H -2.0372 3.7323 2.1518 0.1 0.0 -0.1
H -3.6354 1.7906 0.5691 0.2 0.1 -0.2
H 0.8547 3.2727 -2.1210 -0.1 0.0 0.0
H 0.1721 -0.4383 5.6204 0.0 0.1 -0.1
H 2.3222 -1.0972 0.5638 0.2 0.0 -0.1
H 3.6889 -6.0585 -1.4647 0.0 -0.1 0.0
H -3.9369 2.2836 -1.8943 0.0 -0.1 0.0
H 0.6111 0.1809 -3.1456 -0.1 0.1 -0.1
H -3.6789 4.0497 0.4754 0.1 0.0 -0.1
H 0.2870 -3.5949 2.3354 0.0 0.0 0.0
H -0.2744 -2.3497 -4.3209 0.1 -0.1 -0.1
H -1.4298 5.0068 1.0634 0.0 -0.1 0.1
H 1.5617 0.2552 1.3792 0.0 -0.1 -0.1
H -0.0636 -4.5462 -2.7903 -0.1 0.0 0.0
H -1.9234 2.6514 -2.9720 0.1 -0.1 0.1
H 0.0069 1.8620 6.2661 0.0 0.0 -0.1
H 0.0099 3.0242 1.8990 -0.1 -0.1 0.0
H -0.7064 3.9834 -1.7298 0.0 -0.1 -0.1
H 1.4254 -6.4168 -2.4033 -0.1 0.0 0.0
H -1.3230 -2.9385 -3.0246 -0.1 -0.1 0.0
H 1.8045 0.3180 -0.3717 0.1 0.1 -0.1
H 1.7887 0.0222 5.0269 -0.1 0.0 0.1
H 0.1544 -0.7966 3.1573 -0.1 0.2 0.0
H 4.4088 -3.7551 -0.9066 0.1 0.0 0.0
H -1.4607 2.4463 4.5757 0.1 -0.2 0.0
H 1.4258 2.9720 0.1769 0.0 0.0 0.0
H 1.6886 -1.0049 -3.8638 0.0 0.0 0.0
H -3.4343 0.6578 -1.3579 -0.1 0.1 0.0
H 2.0569 -0.3454 -2.2796 0.1 0.1 0.0
H 2.9621 -1.8817 -1.3207 0.0 0.1 0.0


26
Properties=species:S:1:pos:R:3:forces:R:3 method="wB97M-V/def2-TZVPD" e_above_lowest_kcal_mol=14.8 total_energy_ev=-128204.968 e_lumo_ha=-0.0916 mol_weight_g_mol=289.6 total_charge=0
Br 14.7708 25.7365 3.6814 1.0 -0.6 1.9
Cu 16.0226 25.0599 6.0236 -1.0 0.5 -1.8
O 21.4392 24.7778 2.3026 0.3 0.7 0.4
O 9.2138 27.5574 4.7475 0.2 0.1 -0.2
N 19.5398 26.0580 2.2430 0.6 -0.4 1.5
N 9.8563 25.8203 3.4159 -0.1 0.4 -0.1
C 8.9743 26.5217 4.1574 -0.2 0.6 0.5
C 20.3178 25.0493 2.6919 -0.4 -1.4 -1.1
C 11.1755 26.3528 3.1254 0.1 -0.8 -1.2
C 18.1137 26.0856 2.4979 -0.4 0.7 -0.9
C 9.6107 24.4357 3.1199 0.1 -0.6 -0.5
C 20.1822 27.1284 1.5108 0.7 -0.6 -0.5
H 9.9313 24.1171 2.1227 0.1 0.6 -0.2
H 8.5395 24.2415 3.1404 0.0 -0.1 0.4
H 20.2300 26.8859 0.4438 -0.7 0.4 -0.1
H 17.8249 26.9803 3.0533 -0.1 0.2 -0.3
H 21.2496 27.1077 1.7374 -0.1 0.1 0.5
H 17.5988 25.2829 3.0228 1.0 -0.5 0.1
H 11.3517 26.1418 2.0627 0.1 -0.3 0.0
H 7.9449 26.1271 4.1918 0.2 -0.5 -0.1
H 19.7610 28.0983 1.7567 -0.2 0.0 -0.2
H 10.1721 23.7604 3.7743 -0.3 0.1 0.4
H 19.7706 24.2941 3.2851 -0.2 0.4 0.3
H 11.9410 25.8027 3.6709 0.1 0.5 0.2
H 11.2666 27.4327 3.1442 -0.3 0.0 0.9
H 17.6769 26.0562 1.4952 -0.6 0.5 0.2